(1)
DFT (wB97M-V/def2-TZVPD) results for a structure of composition C13H33N4OPdSi in a non-equilibrium geometry.

Results
Charge   +1
Max |F|   1.7 eV/Å
E_HOMO   -10.7 eV
Orbital gap   7.940 eV

Cartesian coordinates (Å):
Pd1 -0.03331 0.16594 -0.15434
C1 1.15661 -1.50522 2.02128
C2 0.71461 -2.52833 1.00056
N1 0.05554 -1.88166 -0.17696
C3 0.67736 -2.22275 -1.47763
C4 -0.07499 -1.48681 -2.56130
N2 0.07777 -0.04366 -2.31364
C5 -0.81124 0.84612 -3.09914
C6 -1.85152 1.52910 -2.22406
C7 -1.18569 2.61269 -1.37888
N3 -0.69775 2.10875 -0.07579
C8 -1.67050 2.17141 1.02956
C9 -1.07731 1.40152 2.17814
N4 -0.80016 0.02152 1.72686
C10 0.01805 -0.77207 2.69844
H1 1.81549 -0.77635 1.53752
H2 1.76129 -1.99667 2.78692
H3 0.00884 -3.24137 1.43561
H4 1.56678 -3.10762 0.64739
H5 -0.91310 -2.18112 -0.22531
H6 0.68701 -3.30098 -1.65751
H7 1.71078 -1.87342 -1.43571
H8 -1.14260 -1.72462 -2.54120
H9 0.30330 -1.78167 -3.54411
H10 1.04694 0.21925 -2.49015
H11 -1.26056 0.29282 -3.92621
H12 -0.17861 1.61473 -3.54657
H13 -2.33235 0.78736 -1.57772
H14 -2.64338 1.95315 -2.84238
H15 -1.83490 3.47711 -1.22154
H16 -0.29596 2.97029 -1.89758
H17 0.16263 2.60800 0.16084
H18 -2.61308 1.74135 0.68274
H19 -1.87765 3.20175 1.33146
H20 -1.71524 1.42523 3.06500
H21 -0.11285 1.83589 2.44666
H22 -1.68547 -0.44793 1.56620
H23 -0.64707 -1.45662 3.23166
H24 0.42161 -0.08168 3.43747
C11 2.46680 3.54669 -2.14668
Si1 3.07558 1.96023 -1.33150
C12 4.61320 2.37806 -0.36876
C13 3.56958 0.81726 -2.75986
O1 1.93386 1.26168 -0.42857
H25 3.29804 4.01785 -2.68154
H26 2.11156 4.27583 -1.41173
H27 1.67436 3.39158 -2.88612
H28 5.41658 2.78471 -0.98888
H29 5.01419 1.49792 0.14140
H30 4.39882 3.12110 0.40503
H31 4.49227 1.17340 -3.22876
H32 2.83224 0.76657 -3.57117
H33 3.76694 -0.20110 -2.41025

=====

(2)
DFT (wB97M-V/def2-TZVPD) results for a cluster of 9 separate species, C21H59NO9 in total in a non-equilibrium geometry.

Results
Charge   -1
Max |F|   3.1 eV/Å
E_HOMO (alpha / beta)   0.5 / -6.0 eV
Orbital gap (alpha / beta)   1.565 / 8.055 eV
Spin multiplicity   2

Cartesian coordinates (Å):
O1 -1.51803 1.66642 -2.27735
H1 -0.69737 1.58187 -2.76272
H2 -2.17803 1.83605 -2.94956
O2 -1.55483 2.18728 3.59975
H3 -1.29817 1.35281 3.99218
H4 -1.19814 2.15482 2.71208
O3 -1.03216 -2.49347 2.23410
H5 -0.11017 -2.30500 2.05904
H6 -1.26834 -1.89705 2.94455
O4 -3.28512 4.01650 0.29807
H7 -2.69304 3.39158 -0.12043
H8 -2.94732 4.87500 0.04293
C1 -2.24130 -3.05835 -1.54761
C2 -0.89990 -3.71134 -2.01895
C3 -0.23668 -2.77023 -3.00670
C4 1.29571 -3.08964 -3.48917
C5 2.12990 -3.37712 -2.21952
C6 1.51719 -4.29364 -1.20800
N1 0.11094 -3.89197 -0.89563
O5 -0.41030 -4.57589 0.21568
C7 1.69484 -5.67640 -1.73719
C8 2.47795 -4.11581 -0.02007
C9 -1.26407 -5.02974 -2.63354
H9 -2.95147 -3.69963 -1.02556
H10 -2.91496 -2.86768 -2.38302
H11 -2.14567 -2.27437 -0.79639
H12 -0.90868 -2.68156 -3.86031
H13 -0.16922 -1.74956 -2.63016
H14 1.67352 -2.16329 -3.92188
H15 1.36272 -3.73663 -4.36382
H16 2.27449 -2.39038 -1.77960
H17 3.11222 -3.71736 -2.54722
H18 0.99473 -6.27283 -1.15219
H19 1.51499 -5.74591 -2.81000
H20 2.69990 -6.06017 -1.56207
H21 3.54737 -4.27031 -0.16352
H22 2.25200 -3.19138 0.51141
H23 2.14818 -4.87326 0.69100
H24 -0.56554 -5.20095 -3.45258
H25 -2.26621 -5.02283 -3.06223
H26 -1.21710 -5.81680 -1.88092
H27 -0.51134 -3.88255 0.87194
C10 1.37597 3.63736 -3.11035
C11 1.62126 2.51279 -4.19731
C12 2.88452 1.68713 -3.92783
O6 0.58125 1.57945 -4.11916
H28 1.70914 3.32695 -2.12003
H29 0.30633 3.80616 -2.98588
H30 1.83972 4.61644 -3.23047
H31 1.52663 2.86473 -5.22459
H32 2.81376 1.11865 -3.00051
H33 3.78811 2.27584 -3.76959
H34 3.18519 0.95593 -4.67819
H35 0.64171 0.99456 -4.87800
C13 1.21905 1.35395 1.88778
C14 0.78779 1.22519 0.45103
C15 0.80462 -0.24900 0.02841
O7 -0.62140 1.59438 0.52720
H36 0.65718 0.66383 2.51717
H37 1.04139 2.33758 2.32253
H38 2.25676 1.05606 2.03785
H39 1.35559 1.98622 -0.08426
H40 -0.17765 -0.71995 0.06633
H41 1.56102 -0.84455 0.53956
H42 1.03285 -0.24381 -1.03742
H43 -0.86276 1.47526 -0.39430
C16 -1.62247 -2.11284 6.34359
C17 -1.99087 -0.94151 5.53807
C18 -2.60560 0.21760 6.27736
O8 -0.86251 -0.49358 4.81186
H44 -1.17074 -2.93330 5.78601
H45 -2.54535 -2.48702 6.78673
H46 -1.05965 -1.84167 7.23679
H47 -2.63096 -1.22533 4.70270
H48 -1.97349 0.61499 7.07147
H49 -3.44419 -0.16414 6.85973
H50 -2.98253 1.07057 5.71304
H51 -0.06160 -0.60573 5.32914
C19 -0.20073 4.84292 0.84062
C20 -0.37941 6.34768 0.98769
C21 0.78707 7.17810 0.41435
O9 -1.66230 6.61391 0.32228
H52 -0.40909 4.53794 -0.18489
H53 -0.88370 4.26852 1.46650
H54 0.78185 4.52570 1.18994
H55 -0.42839 6.59202 2.04882
H56 0.96167 6.89034 -0.62238
H57 1.74926 7.09997 0.92049
H58 0.73360 8.26604 0.37420
H59 -1.75133 7.56840 0.27116

=====

(3)
DFT (wB97M-V/def2-TZVPD) results for a structure of composition H10LiO5 in a non-equilibrium geometry.

Results
Charge   +1
Max |F|   3.5 eV/Å
E_HOMO   -15.7 eV
Orbital gap   12.148 eV
ΔE to the lowest compared entry with this formula, charge and spin   15.0 kcal/mol

Cartesian coordinates (Å):
Li1 5.60985 19.74346 26.64810
O1 6.69299 20.85971 25.01194
H1 7.26536 20.63299 24.32107
H2 6.60533 21.79530 24.94913
O2 7.55145 19.39644 27.29628
H3 7.55090 18.69161 26.62878
H4 8.36264 19.89154 27.14527
O3 4.04811 21.16132 26.80396
H5 3.19317 20.85614 27.01968
H6 3.93143 21.80037 26.12477
O4 4.98991 18.64918 28.34719
H7 4.53476 19.12118 28.97758
H8 4.97303 17.71043 28.47643
O5 4.78801 18.34057 25.41377
H9 4.02353 18.73131 24.92405
H10 5.50089 18.21540 24.70627

=====

(4)
DFT (wB97M-V/def2-TZVPD) results for the molecule C3H3NO2 in a non-equilibrium geometry.

Results
Charge   0
Max |F|   4.6 eV/Å
E_HOMO   -9.7 eV
Orbital gap   10.245 eV
ΔE to the lowest compared entry with this formula, charge and spin   90.9 kcal/mol
SMILES string   Oc1ccno1

Cartesian coordinates (Å):
O1 2.01593 0.16350 0.13213
C1 0.63453 0.28174 -0.08969
C2 -0.35042 1.17946 -0.11526
C3 -1.48090 0.36574 0.02670
N1 -1.31134 -0.86995 0.11594
O2 0.15231 -1.01019 -0.20326
H1 2.06869 -0.93165 0.36549
H2 -0.63896 2.27198 -0.06974
H3 -2.41552 0.56120 0.53126